{"formula": "C25H47N3Si4V", "method": "ωB97M-V/def2-TZVPD", "symbols": ["V", "C", "N", "C", "C", "C", "C", "C", "C", "C", "N", "C", "C", "C", "C", "C", "C", "N", "C", "C", "H", "H", "H", "H", "H", "H", "H", "H", "H", "H", "H", "H", "H", "H", "H", "H", "H", "H", "H", "H", "C", "Si", "C", "C", "Si", "Si", "C", "C", "C", "Si", "C", "C", "C", "H", "H", "H", "H", "H", "H", "H", "H", "H", "H", "H", "H", "H", "H", "H", "H", "H", "H", "H", "H", "H", "H", "H", "H", "H", "H", "H"], "xyz": [[-0.02, 0.87, -0.03], [2.63, -0.11, -0.98], [1.41, -0.61, -0.31], [0.75, -1.62, -1.16], [1.76, -1.11, 1.04], [2.53, -2.24, 1.20], [2.95, -2.60, 2.47], [2.61, -1.80, 3.55], [1.84, -0.66, 3.39], [1.38, -0.29, 2.12], [0.59, 0.80, 1.77], [0.22, 1.93, 2.50], [0.02, 2.05, 3.87], [-0.41, 3.25, 4.41], [-0.67, 4.35, 3.61], [-0.49, 4.25, 2.23], [-0.06, 3.06, 1.70], [0.25, 2.92, 0.26], [-0.63, 3.66, -0.66], [1.66, 3.31, 0.03], [3.31, -0.93, -1.20], [2.35, 0.37, -1.92], [3.12, 0.61, -0.33], [1.42, -2.46, -1.36], [-0.15, -1.98, -0.68], [0.49, -1.15, -2.12], [2.81, -2.84, 0.34], [3.55, -3.49, 2.62], [2.95, -2.06, 4.54], [1.60, -0.06, 4.25], [0.16, 1.20, 4.52], [-0.57, 3.32, 5.48], [-1.02, 5.28, 4.04], [-0.69, 5.10, 1.59], [-0.46, 4.74, -0.58], [-0.39, 3.36, -1.68], [-1.67, 3.43, -0.44], [1.77, 4.38, 0.23], [2.30, 2.75, 0.71], [1.93, 3.10, -1.00], [-1.87, 0.87, -3.23], [-2.97, -0.30, -2.22], [-4.76, 0.04, -2.68], [-2.59, -2.06, -2.77], [-2.43, 0.07, 0.03], [-2.67, -1.90, 1.37], [-1.77, -3.42, 0.72], [-4.49, -2.34, 1.48], [-2.02, -1.60, 3.11], [-4.04, 1.56, 0.98], [-3.85, 1.59, 2.85], [-5.78, 0.99, 0.56], [-3.99, 3.33, 0.36], [-2.07, 0.76, -4.30], [-0.80, 0.67, -3.08], [-2.06, 1.92, -2.97], [-4.93, -0.30, -3.70], [-4.99, 1.11, -2.63], [-5.45, -0.48, -2.02], [-2.68, -2.11, -3.86], [-3.32, -2.75, -2.35], [-1.60, -2.42, -2.50], [-1.88, -3.58, -0.35], [-2.22, -4.28, 1.23], [-0.71, -3.43, 0.98], [-4.97, -2.40, 0.50], [-5.04, -1.63, 2.09], [-4.57, -3.32, 1.95], [-0.96, -1.33, 3.10], [-2.13, -2.51, 3.70], [-2.56, -0.80, 3.62], [-4.39, 0.76, 3.30], [-4.26, 2.51, 3.25], [-2.81, 1.52, 3.17], [-5.95, -0.08, 0.68], [-6.06, 1.26, -0.46], [-6.46, 1.52, 1.24], [-3.18, 3.92, 0.79], [-4.92, 3.81, 0.67], [-3.95, 3.40, -0.73]], "mulliken_spin": [2.330, 0.074, -0.166, 0.044, 0.093, -0.003, 0.003, 0.001, -0.003, 0.001, -0.155, 0.037, -0.004, 0.002, 0.003, -0.003, -0.034, -0.111, -0.001, 0.063, 0.008, 0.012, -0.006, 0.009, 0.000, -0.010, 0.001, 0.000, 0.000, 0.002, 0.002, 0.000, 0.000, 0.000, 0.004, 0.001, 0.027, 0.006, -0.005, 0.005, -0.007, -0.002, -0.003, 0.001, -0.189, 0.002, 0.001, -0.010, -0.004, -0.012, -0.002, -0.010, 0.000, 0.001, 0.006, 0.002, -0.001, 0.000, 0.000, 0.000, 0.000, -0.001, 0.000, 0.000, -0.001, 0.000, 0.001, -0.001, 0.004, 0.000, 0.000, 0.000, 0.000, 0.001, 0.001, 0.001, -0.001, 0.000, 0.000, 0.000], "homo_ev": [-10.11, -10.50], "spin_multiplicity": 3, "total_energy_ev": -88353.0991, "max_force_ha_per_bohr": 0.015, "total_charge": 1, "relative_energy_ev": 0.000}